A structure of composition C27H24CoN7. Source: the OMol25 dataset; level of theory: ωB97M-V/def2-TZVPD.

Each line ends with the Mulliken charge.
Geometry (Å):
Co -1.22 0.14 0.00  0.643
C -1.06 0.72 -4.39  -0.511
C -1.54 0.53 -3.10  -0.366
N -0.71 0.31 -2.09  0.440
C 0.61 0.30 -2.34  0.011
C 1.07 0.49 -3.64  -0.288
N 0.24 0.69 -4.66  -0.508
C 1.48 0.13 -1.15  0.198
C 2.85 -0.03 -1.19  -0.361
C 3.57 -0.15 0.01  0.699
C 2.84 -0.08 1.20  -0.426
C 1.47 0.09 1.17  0.104
N 0.81 0.18 0.01  -0.381
C 0.60 0.19 2.36  -0.018
C 1.05 0.31 3.67  -0.222
N 0.21 0.45 4.69  -0.510
C -1.08 0.50 4.42  -0.505
C -1.56 0.38 3.12  -0.385
N -0.72 0.21 2.10  0.408
C 5.03 -0.33 0.01  0.753
C 5.81 0.08 1.08  -0.598
C 7.18 -0.11 1.03  -0.431
N 7.80 -0.69 0.01  -0.535
C 7.06 -1.10 -1.02  -0.453
C 5.68 -0.94 -1.07  -0.528
H -1.73 0.90 -5.22  0.409
H -2.60 0.57 -2.88  0.499
H 2.13 0.49 -3.87  0.455
H 3.36 -0.05 -2.14  0.434
H 3.34 -0.19 2.15  0.635
H 2.11 0.30 3.90  0.446
H -1.76 0.63 5.25  0.412
H -2.62 0.43 2.89  0.495
H 5.39 0.60 1.94  0.447
H 7.81 0.22 1.85  0.381
H 7.58 -1.57 -1.84  0.382
H 5.14 -1.32 -1.92  0.395
C -2.23 -2.42 1.13  -1.380
N -2.46 -1.55 -0.05  0.070
C -2.22 -2.36 -1.26  -1.374
C -3.86 -1.02 -0.04  -1.063
C -3.95 0.49 0.00  0.910
C -5.20 1.11 0.01  -1.052
C -5.31 2.49 0.05  -0.624
C -4.17 3.30 0.08  -0.693
C -2.91 2.71 0.07  -0.231
C -2.84 1.33 0.03  0.248
H -2.87 -3.31 1.07  0.381
H -2.46 -1.89 2.05  0.513
H -1.19 -2.74 1.16  0.339
H -2.86 -3.25 -1.26  0.382
H -1.18 -2.68 -1.30  0.339
H -2.45 -1.78 -2.15  0.514
H -4.39 -1.43 0.82  0.552
H -4.38 -1.39 -0.92  0.553
H -6.09 0.50 -0.01  0.533
H -6.29 2.94 0.05  0.455
H -4.27 4.37 0.10  0.465
H -2.03 3.33 0.09  0.544

The HOMO energy (alpha / beta) comes out at -14.3628 / -14.3615 eV. Its charge is +2. The energy relative to the best compared isomer or geometry (same formula, charge and spin) is 0.0000 eV. The value obtained for the LUMO energy (alpha / beta) is -7.08 / -8.25 eV. The spin multiplicity is 5. For the total energy, the calculation gives -2808.7824 hartree.

=====

A cluster of 2 separate species, CH3ClN2 in total. Source: the OMol25 dataset; level of theory: ωB97M-V/def2-TZVPD.

Each line ends with the Mulliken charge.
Geometry (Å):
C -0.60 0.81 0.36  -0.310
N 0.92 2.80 -0.66  -0.149
N 0.01 -0.11 -0.34  -0.269
Cl -0.13 4.09 -0.56  0.011
H -1.26 0.70 1.24  0.202
H 0.07 -1.16 -0.28  0.220
H 0.61 0.35 -1.01  0.296

The HOMO energy (alpha / beta) comes out at -7.8331 / -7.8443 eV. The energy relative to the best compared isomer or geometry (same formula, charge and spin) is 7.5019 eV. The value obtained for the LUMO energy (alpha / beta) is -0.39 / -0.38 eV. For the total energy, the calculation gives -609.3570 hartree.

=====

A structure of composition C6H12N2. Source: the OMol25 dataset; level of theory: ωB97M-V/def2-TZVPD.

Each line ends with the Mulliken charge.
Geometry (Å):
C -0.29 0.41 0.31  0.236
C -1.74 -0.93 0.40  -0.815
C -0.64 1.42 -0.76  -1.253
C 0.81 -0.42 0.07  0.550
N -2.96 -0.25 0.55  -0.362
C 3.32 0.73 0.15  -0.211
C 1.19 -1.59 -0.40  -0.941
N 2.14 0.89 0.52  -0.485
H -0.30 0.82 1.31  0.304
H -3.09 0.24 1.43  0.197
H -3.66 -0.41 -0.16  0.181
H -1.45 -1.54 1.26  0.311
H -1.69 -1.47 -0.53  0.409
H -0.56 0.98 -1.75  0.315
H 0.05 2.26 -0.68  0.389
H -1.66 1.78 -0.60  0.352
H 3.66 -0.13 -0.46  0.113
H 4.13 1.40 0.48  0.251
H 2.24 -1.83 -0.50  0.209
H 0.50 -2.38 -0.64  0.250

The HOMO energy comes out at -7.6804 eV. The energy relative to the best compared isomer or geometry (same formula, charge and spin) is 4.4932 eV. The value obtained for the LUMO energy is 1.02 eV. For the total energy, the calculation gives -345.1627 hartree.

=====

An isolated molecule of C4H7NOS. Source: the OMol25 dataset; level of theory: ωB97M-V/def2-TZVPD.

Each line ends with the Mulliken charge.
Geometry (Å):
N 2.66 -0.14 0.53  -0.527
C 1.82 0.47 -0.46  -0.831
C 0.34 0.34 -0.24  0.714
C -0.44 1.34 -0.08  -0.447
O -1.74 1.08 0.19  -0.385
C -2.06 -0.33 0.23  -0.254
S -0.43 -1.26 -0.16  -0.185
H 2.58 0.03 1.64  0.233
H 2.88 -1.18 0.27  0.245
H 2.02 1.51 -0.50  0.334
H 2.09 0.03 -1.42  0.290
H -0.19 2.43 0.04  0.300
H -2.47 -0.63 1.32  0.273
H -2.83 -0.61 -0.75  0.240

The HOMO energy comes out at -7.8500 eV. The energy relative to the best compared isomer or geometry (same formula, charge and spin) is 2.8362 eV. The value obtained for the LUMO energy is 0.79 eV. For the total energy, the calculation gives -684.7028 hartree. The SMILES is NCC1=COCS1.

=====

The ion C4H9N2 with charge +1. Source: the OMol25 dataset; level of theory: ωB97M-V/def2-TZVPD.

Each line ends with the Mulliken charge.
Geometry (Å):
C -1.98 -0.32 0.42  -1.218
C -0.76 -0.21 -0.47  0.289
C 0.08 1.05 -0.25  -0.639
C 1.28 -0.09 0.03  0.248
N 2.55 0.13 0.22  -0.339
N 0.43 -1.05 -0.22  -0.040
H -2.51 -1.28 0.18  0.348
H -2.79 0.47 0.11  0.313
H -1.77 -0.24 1.53  0.328
H -0.95 -0.40 -1.59  0.296
H -0.27 1.67 0.71  0.304
H 0.26 1.55 -1.17  0.360
H 2.85 1.15 0.01  0.306
H 3.16 -0.37 0.77  0.257
H 0.43 -2.04 -0.28  0.188

The HOMO energy comes out at -15.2477 eV. Its charge is +1. The energy relative to the best compared isomer or geometry (same formula, charge and spin) is 1.8209 eV. The value obtained for the LUMO energy is -3.39 eV. For the total energy, the calculation gives -267.0324 hartree. The SMILES is C[C@H]1CC(=[NH2+])N1.

=====

A cluster of 2 separate species, C3H14N5O in total. Source: the OMol25 dataset; level of theory: ωB97M-V/def2-TZVPD.

Each line ends with the Mulliken charge.
Geometry (Å):
C -1.43 1.78 1.42  -0.705
C -0.53 1.23 0.30  0.112
C 1.66 -1.94 -1.17  0.705
N -1.76 0.67 2.32  -0.571
N -0.53 2.06 -0.81  -0.502
N -1.17 -0.11 0.02  -0.282
N 2.16 -3.09 -1.70  -0.401
N 2.51 -0.95 -0.71  -0.316
O 0.46 -1.83 -1.01  -0.702
H -0.94 2.62 1.98  0.309
H -2.33 1.83 0.85  0.514
H -1.71 -0.30 0.92  0.448
H -1.17 0.53 3.19  0.215
H 0.09 2.00 -1.73  0.235
H -1.35 2.63 -1.12  0.208
H -1.86 -0.22 -0.75  0.384
H -0.30 -0.68 -0.40  0.159
H 1.54 -3.88 -1.88  0.239
H 3.14 -3.21 -1.72  0.204
H 3.40 -0.88 -0.95  0.202
H -2.64 0.71 2.68  0.189
H 2.17 -0.02 -0.39  0.145
H 0.58 1.07 0.64  0.211

The HOMO energy comes out at -13.2734 eV. Its charge is +1. The value obtained for the LUMO energy is -2.43 eV. For the total energy, the calculation gives -471.4942 hartree.